Entry 1:
Entry from the OMol25 dataset: a single C7H15NOS molecule at a distorted geometry (wB97M-V/def2-TZVPD).

Geometry (Å):
S (-1.61, -1.59, -0.62)
O (-0.42, -2.47, 0.23)
N (-0.86, -0.49, -1.37)
C (0.22, 2.01, 0.11)
C (0.04, 0.94, 1.12)
C (1.93, -0.68, -0.08)
C (-1.50, 0.94, 1.48)
C (0.60, -0.34, 0.66)
C (-0.27, -0.53, -2.66)
C (0.04, -1.58, 1.28)
H (2.75, -0.93, 0.49)
H (1.56, -1.49, -0.77)
H (0.50, 1.31, 2.05)
H (0.18, -1.44, -3.14)
H (-0.40, 1.77, -0.81)
H (1.23, 2.07, -0.15)
H (0.49, 0.20, -2.76)
H (2.11, 0.23, -0.72)
H (-0.69, -1.38, 2.06)
H (-1.62, 0.87, 2.57)
H (0.78, -2.26, 1.67)
H (-0.11, 3.04, 0.47)
H (-0.97, -0.19, -3.39)
H (-2.01, 0.04, 1.09)
H (-1.96, 1.95, 1.19)

Its largest force on an atom is 5.83 eV/A. The energy above the lowest of the compared OMol25 structures with the same formula, charge and spin is 598.9 kJ/mol.

=====

Entry 2:
Entry from the OMol25 dataset: 2 unconnected molecules or ions with the total composition C7H15NOSi at a distorted geometry (wB97M-V/def2-TZVPD).

Geometry (Å):
Si (1.48, -0.21, 0.48)
O (-3.42, -0.92, -2.54)
N (-2.43, 0.03, -0.84)
C (2.94, 0.61, 1.39)
C (1.63, -1.97, 1.18)
C (-0.81, 1.43, 1.51)
C (2.17, 0.07, -1.32)
C (-2.34, -0.92, -1.62)
C (-3.49, 1.01, -0.62)
C (-0.11, 0.52, 1.20)
H (2.58, 0.67, 2.40)
H (1.22, -2.83, 0.78)
H (-4.22, 0.91, -1.42)
H (2.32, 1.08, -1.32)
H (1.09, -1.95, 2.15)
H (3.30, 1.55, 1.10)
H (-1.68, 0.25, -0.28)
H (-1.28, 2.29, 1.97)
H (-3.09, -1.42, -3.33)
H (-3.06, 2.00, -0.48)
H (3.19, -0.35, -1.37)
H (1.64, -0.25, -2.21)
H (3.79, -0.06, 1.53)
H (-4.15, 0.72, 0.24)
H (2.71, -2.24, 1.42)

Its largest force on an atom is 8.59 eV/A. The energy above the lowest of the compared OMol25 structures with the same formula, charge and spin is 268.3 kJ/mol. As for the spin multiplicity: 3.